(1)
The following is a quantum chemistry calculation of a cluster of 2 separate species, C2H6NO6PS in total, from the Open Molecules 2025 dataset.

The LUMO energy comes out at 6.10 eV. Its net charge is -2. The HOMO-LUMO gap is 7.40 eV. For the energy relative to the best compared isomer or geometry (same formula, charge and spin), the calculation gives 21.6 kcal/mol. Its HOMO energy is -1.3 eV. The largest force on an atom comes out at 3.3 eV/A.

CARTESIAN COORDINATES (ANGSTROEM)
1 C -1.006 0.903 0.380
2 C 1.065 0.605 0.245
3 N 1.353 0.275 -1.076
4 O -0.034 -1.671 1.261
5 O 1.516 -0.377 2.800
6 O -3.129 0.445 -1.038
7 O 2.477 -1.666 0.790
8 O -1.065 0.954 -2.223
9 O -1.331 -1.216 -1.107
10 P 1.376 -0.837 1.386
11 S -1.673 0.216 -1.094
12 H -1.133 1.976 0.380
13 H -1.354 0.415 1.270
14 H 1.417 1.585 0.550
15 H 0.689 0.696 -1.734
16 H -0.443 -1.567 0.378
17 H 1.276 -0.736 -1.167

Force components x, y, z for each atom (eV/Å):
C 3.240 -0.220 -0.539
C -2.991 -0.220 0.498
N 0.394 -0.259 -0.709
O 0.478 0.273 0.222
O -0.202 0.352 0.105
O 0.440 -0.169 0.010
O -0.131 0.237 -0.272
O -0.126 -0.130 0.356
O 0.117 0.205 0.071
P 0.070 -0.539 0.464
S -1.341 0.500 -0.357
H -0.169 0.204 -0.059
H -0.163 -0.219 0.260
H -0.074 0.020 0.191
H 0.328 -0.031 0.104
H -0.080 -0.208 -0.099
H 0.210 0.204 -0.244


(2)
The following is a quantum chemistry calculation of a structure of composition C5H4NaO7, from the Open Molecules 2025 dataset.

The LUMO energy comes out at 1.47 eV. Its net charge is -1. The HOMO-LUMO gap is 4.29 eV. For the energy relative to the best compared isomer or geometry (same formula, charge and spin), the calculation gives 6.8 kcal/mol. Its HOMO energy is -2.8 eV. The largest force on an atom comes out at 2.6 eV/A.

CARTESIAN COORDINATES (ANGSTROEM)
1 O -3.009 1.516 1.635
2 C -2.300 2.395 1.333
3 O -1.796 3.434 1.232
4 O 1.350 -1.724 -0.528
5 C 0.660 -1.282 -1.669
6 C 0.832 0.257 -1.652
7 O 1.571 0.511 -0.482
8 C 1.424 -0.624 0.427
9 H 1.096 -1.751 -2.562
10 H -0.408 -1.557 -1.619
11 H -0.149 0.761 -1.617
12 H 1.391 0.630 -2.522
13 Na -2.101 -0.493 2.705
14 O -0.078 0.375 2.074
15 O 2.412 -0.735 1.243
16 O -0.943 -1.208 0.823
17 C 0.048 -0.506 1.180

Force components x, y, z for each atom (eV/Å):
O 0.410 -0.425 -0.628
C -0.634 1.131 1.457
O 0.351 -0.845 -0.734
O -0.416 -0.240 -0.633
C -0.164 -0.227 0.192
C 0.115 -0.029 0.294
O -0.467 0.650 -0.598
C 1.827 -0.592 1.707
H 0.039 0.081 0.084
H 0.219 0.070 -0.018
H 0.045 -0.034 -0.111
H -0.091 -0.004 0.118
Na 0.768 0.025 -0.725
O -0.107 0.326 0.741
O -0.938 0.000 -0.561
O -0.406 -0.636 0.258
C -0.551 0.748 -0.843